(1)
Here is an isolated molecule of C2H6N2O from the OMol25 dataset. Energies are from ωB97M-V/def2-TZVPD.

HOMO-LUMO gap (eV): 10.433
LUMO level (eV): 0.8

Geometry (Å):
C: 0.3597 1.5410 0.8236
C: -0.6406 -0.0253 -0.8540
H: -0.3950 1.4927 1.7563
H: 1.4745 1.7613 1.1781
H: -0.0350 2.2858 0.1040
H: 0.2822 -0.9795 1.6854
H: 1.7536 -1.0096 0.7579
H: -1.1609 0.9747 -1.1037
N: 0.3523 0.2215 0.0822
N: 0.7359 -0.9315 0.7966
O: -0.9814 -1.0811 -1.2935

---

(2)
Here is a cluster of 2 separate species, C7H10N3O3S in total from the OMol25 dataset. Energies are from ωB97M-V/def2-TZVPD.

HOMO-LUMO gap (spin up / spin down) (eV): 5.821 / 8.388
LUMO level (spin up / spin down) (eV): -5.5 / -4.7
Charge: +1

Geometry (Å):
C: 3.9322 -1.1054 0.1673
C: 3.4020 -0.8569 -1.1202
C: 3.4030 -0.5793 1.3407
C: 2.2076 -0.1125 -1.1916
C: 2.4054 0.4154 1.1480
C: 1.7726 0.4424 -0.0494
C: -3.3546 -0.0268 0.0437
N: -4.6488 -0.2974 0.3699
N: -3.0104 0.7331 -1.0440
N: -2.4020 -0.6626 0.7039
O: -0.0399 2.3397 1.1293
O: -0.1250 1.8511 -1.3223
O: -1.2907 -0.7754 0.0465
S: 0.2790 1.5175 0.0000
H: 4.7901 -1.8436 0.0470
H: 3.8141 -1.2841 -2.0121
H: 3.8512 -0.8172 2.3131
H: 1.8266 -0.0260 -2.1630
H: 2.0060 0.9640 1.9415
H: -5.3609 0.1815 -0.1433
H: -4.9582 -0.8028 1.2627
H: -3.7417 1.0053 -1.6741
H: -2.0786 0.8763 -1.3229
H: -2.6792 -1.1365 1.5293

---

(3)
Here is a structure of composition C36H84AsF6N4NaO4 from the OMol25 dataset. Energies are from ωB97M-V/def2-TZVPD.

HOMO-LUMO gap (eV): 7.180
LUMO level (eV): -0.5

Geometry (Å):
Na: 0.8616 -2.9894 -0.9396
As: -0.1283 0.7135 -0.0190
F: 0.5851 0.8677 -1.5883
F: 0.3689 -0.9708 0.0036
F: -0.9103 0.5370 1.5107
F: -0.6321 2.3516 -0.0513
F: -1.6056 0.2400 -0.8016
F: 1.3342 1.1740 0.7650
C: 0.8623 4.6891 -3.5037
C: -0.0152 4.9773 -2.2855
N: -1.4390 4.8231 -2.4555
C: -1.8027 3.4850 -2.8770
C: -3.1838 3.0476 -2.4056
C: -2.0804 5.8357 -3.3028
C: -1.8445 7.2544 -2.8505
H: 1.8726 5.0837 -3.3571
H: 0.5129 5.1951 -4.4106
H: 0.9100 3.6241 -3.7295
H: 0.3047 4.3149 -1.4729
H: 0.1997 5.9778 -1.9066
H: -1.7145 3.3913 -3.9787
H: -1.0730 2.7773 -2.4773
H: -3.9787 3.5242 -2.9888
H: -3.2924 1.9700 -2.5490
H: -3.3253 3.2940 -1.3565
H: -3.1480 5.6127 -3.2765
H: -1.7606 5.6926 -4.3534
H: -2.4189 7.9435 -3.4742
H: -0.7971 7.5393 -2.8925
H: -2.2410 7.3856 -1.8410
C: 3.8719 -4.7478 -1.7856
C: 4.1483 -4.1059 -0.4324
N: 3.4995 -2.8104 -0.2439
C: 4.1328 -1.8099 -1.1095
C: 3.3335 -0.5353 -1.2907
C: 3.5881 -2.3711 1.1570
C: 2.9656 -3.3390 2.1570
H: 4.0820 -5.8166 -1.7242
H: 4.4649 -4.3562 -2.6115
H: 2.8193 -4.6271 -2.0654
H: 3.8010 -4.7963 0.3351
H: 5.2404 -4.0336 -0.2809
H: 5.1310 -1.5583 -0.7091
H: 4.3348 -2.2719 -2.0769
H: 3.1357 -0.0477 -0.3377
H: 3.8898 0.1810 -1.8961
H: 2.3756 -0.7149 -1.7815
H: 3.0782 -1.4135 1.2556
H: 4.6382 -2.2027 1.4374
H: 2.0516 -3.8133 1.7933
H: 2.7903 -2.8350 3.1045
H: 3.6665 -4.1492 2.3847
C: -4.2248 -3.3318 0.5180
C: -4.1612 -3.4198 2.0301
N: -2.8297 -3.6968 2.5427
C: -1.9441 -2.5703 2.2636
C: -0.5081 -2.8182 2.7257
C: -2.8894 -3.9699 3.9793
C: -3.6009 -5.2688 4.3157
H: -3.6678 -4.1575 0.0640
H: -3.8283 -2.3980 0.1229
H: -5.2499 -3.4542 0.1603
H: -4.5736 -2.4890 2.4667
H: -4.8591 -4.1979 2.3385
H: -1.9123 -2.4171 1.1825
H: -2.3273 -1.6331 2.6945
H: -0.3805 -2.6395 3.7974
H: -0.2286 -3.8572 2.5335
H: 0.2045 -2.1299 2.2720
H: -3.3515 -3.1174 4.5107
H: -1.8695 -4.0660 4.3476
H: -3.4639 -5.5112 5.3715
H: -3.1554 -6.1087 3.7755
H: -4.6651 -5.2599 4.0880
C: 2.3532 -2.1072 -4.4954
C: 0.9664 -1.5777 -4.1787
N: 0.1627 -2.4451 -3.2910
C: -1.1874 -1.8541 -3.1972
C: -2.0721 -2.5228 -2.1574
C: 0.1217 -3.8426 -3.7622
C: -0.4818 -4.0928 -5.1321
H: 2.9266 -1.3252 -4.9941
H: 2.3287 -2.9664 -5.1665
H: 2.8930 -2.3740 -3.5853
H: 1.0524 -0.6238 -3.6534
H: 0.4154 -1.3764 -5.1081
H: -1.6715 -1.8831 -4.1818
H: -1.0848 -0.8058 -2.9156
H: -1.6437 -2.4670 -1.1539
H: -2.3635 -3.5462 -2.4028
H: -3.0073 -1.9605 -2.1002
H: 1.1596 -4.1844 -3.7684
H: -0.4075 -4.4650 -3.0341
H: -1.5347 -3.8193 -5.1904
H: 0.0494 -3.5740 -5.9323
H: -0.4133 -5.1546 -5.3815
C: 1.8787 -0.1225 4.0699
C: 3.3036 0.2449 3.7298
O: 4.1868 -0.5842 3.7619
C: 3.5872 1.6841 3.4075
H: 1.8431 -1.1509 4.4175
H: 1.2141 0.0452 3.2184
H: 1.5551 0.5627 4.8588
H: 3.3159 1.8913 2.3706
H: 4.6422 1.8983 3.5627
H: 2.9967 2.3268 4.0629
C: -4.1266 1.3120 2.8948
C: -4.2178 1.7278 1.4443
O: -3.5701 2.6439 1.0097
C: -5.1151 0.9238 0.5422
H: -4.0953 0.2262 2.9540
H: -5.0065 1.6514 3.4498
H: -3.2479 1.7668 3.3398
H: -4.7112 0.9379 -0.4682
H: -6.1076 1.3874 0.4821
H: -5.2943 -0.0876 0.9056
C: -1.5891 2.6798 5.5882
C: -0.1938 2.6779 5.0316
O: 0.7708 2.5575 5.7522
C: -0.0009 2.8395 3.5457
H: -2.0973 3.6185 5.3650
H: -1.5439 2.5515 6.6697
H: -2.1585 1.8380 5.1921
H: 0.1455 3.9022 3.3420
H: -0.8086 2.3986 2.9610
H: 0.8827 2.3170 3.1910
C: 3.3936 5.6118 -0.3817
C: 4.3298 4.4293 -0.4210
O: 5.5290 4.5665 -0.3845
C: 3.6917 3.0723 -0.5141
H: 3.7480 6.4112 -1.0293
H: 3.3811 5.9889 0.6434
H: 2.3833 5.3237 -0.6699
H: 3.1779 2.9718 -1.4741
H: 2.9253 2.9346 0.2506
H: 4.4674 2.3174 -0.4036

---

(4)
Here is a cluster of 6 separate species, C18H28O18 in total from the OMol25 dataset. Energies are from ωB97M-V/def2-TZVPD.

HOMO-LUMO gap (eV): 10.523
LUMO level (eV): 0.3

Geometry (Å):
C: 15.7651 4.3738 9.4804
C: 14.9301 5.6363 9.4821
O: 14.7848 5.8908 10.8799
C: 15.5773 5.0252 11.5296
O: 15.6633 5.0425 12.7711
O: 16.2245 4.1950 10.7800
H: 16.5864 4.5537 8.7868
H: 15.2421 3.5105 9.0690
H: 13.9975 5.5309 8.9277
H: 15.4116 6.4832 8.9932
C: 16.2455 11.2094 12.2673
C: 15.3306 10.4312 13.2433
O: 14.6617 9.5053 12.3765
C: 14.6293 10.0294 11.1773
O: 13.9244 9.6827 10.2567
O: 15.4562 11.1397 11.0785
H: 17.1716 10.6840 12.0342
H: 16.3842 12.1924 12.7173
H: 14.6456 11.0800 13.7892
H: 15.9211 9.8641 13.9629
C: 12.6793 7.3488 13.2475
C: 11.7809 7.9866 12.1941
O: 10.7321 8.3909 13.0192
C: 10.7181 7.6077 14.2667
O: 9.8176 7.4342 15.1197
O: 11.8419 6.9444 14.2604
H: 13.5651 7.9491 13.4549
H: 13.0816 6.4767 12.7321
H: 11.5738 7.2961 11.3766
H: 12.3123 8.8411 11.7753
C: 13.0743 2.1929 14.9583
C: 13.9599 3.1893 14.2134
O: 13.0699 3.5379 13.0845
C: 11.8947 2.8863 13.2143
O: 11.0084 2.9398 12.3721
O: 11.8499 2.0394 14.1958
H: 12.9031 2.7372 15.8870
H: 13.6895 1.3013 15.0794
H: 14.8328 2.6333 13.8714
H: 14.3002 3.9568 14.9085
C: 7.9245 9.6687 10.7370
O: 7.6923 8.6374 11.6320
C: 8.2634 7.3816 11.4864
O: 9.1437 7.0200 10.7324
O: 7.7193 6.6000 12.4041
C: 8.1206 5.3345 12.6880
H: 7.0613 10.2930 10.5064
H: 8.1022 9.2417 9.7501
H: 8.7540 10.3071 11.0414
H: 7.3052 4.6672 12.9673
H: 8.6693 5.4106 13.6267
H: 8.7902 4.9695 11.9093
C: 2.4676 7.2947 16.6675
O: 3.6388 8.1261 16.5570
C: 4.7845 7.6594 17.1369
O: 4.8703 6.9261 18.1112
O: 5.7877 8.3097 16.5257
C: 7.1670 8.1485 16.8591
H: 2.1751 7.2651 17.7171
H: 2.6179 6.3080 16.2295
H: 1.6969 7.8532 16.1364
H: 7.3639 7.1682 17.2932
H: 7.5537 8.8092 17.6351
H: 7.7541 8.1958 15.9419

---

(5)
Here is a cluster of 2 separate species, C8H9NO2S in total from the OMol25 dataset. Energies are from ωB97M-V/def2-TZVPD.

HOMO-LUMO gap (spin up / spin down) (eV): 8.690 / 7.985
Multiplicity: 3
<S²>: 2.01
LUMO level (spin up / spin down) (eV): 0.4 / -1.4

Geometry (Å):
C: 1.2630 -1.2520 2.5108
C: 0.8441 0.0630 2.5987
C: 1.3184 -1.8761 1.2227
C: 0.2035 0.6265 1.4921
C: 1.0380 -1.1443 0.0472
C: 0.4107 0.1230 0.2245
C: -0.0875 0.8289 -0.9315
C: -0.0797 0.9749 -3.2106
N: -2.8215 -0.2460 -0.0065
O: -0.7642 1.8262 -1.0037
O: 0.3884 0.2657 -2.0959
S: -2.5481 -0.2124 1.5815
H: 1.4997 -1.6210 3.4802
H: 0.8663 0.5344 3.5808
H: 1.6566 -2.9404 0.9836
H: -0.3479 1.6506 1.4151
H: 1.2915 -1.5744 -0.8177
H: 0.5945 1.0468 -4.1135
H: -0.2344 2.0103 -2.9346
H: -0.9702 0.6188 -3.5686
H: -3.5211 0.2976 -0.4547

---

(6)
Here is a cluster of 12 separate species, C38H104N8O16 in total from the OMol25 dataset. Energies are from ωB97M-V/def2-TZVPD.

HOMO-LUMO gap (eV): 8.743
LUMO level (eV): 0.2

Geometry (Å):
C: 0.3388 3.9084 0.2879
O: -0.5339 4.7752 0.3960
N: 1.3774 4.0014 -0.6016
N: 0.5080 2.9830 1.3150
H: 2.0661 3.2745 -0.5202
H: 1.3229 4.7585 -1.2534
H: -0.2233 3.0147 2.0032
H: 0.9003 2.0756 1.0961
C: 4.6048 4.0843 1.9550
O: 5.8144 3.9689 2.1544
N: 3.6380 3.5535 2.7759
N: 4.1054 4.8293 0.8750
H: 2.6539 3.7080 2.6359
H: 3.9458 2.6809 3.2196
H: 4.7614 5.0989 0.1672
H: 3.2662 5.3641 1.0009
C: 1.9451 0.9999 -4.1240
C: 3.1925 1.8305 -4.4913
O: 2.9275 2.5242 -5.7337
H: 1.7875 0.3269 -4.9692
H: 1.0784 1.6364 -3.9940
H: 2.2522 0.4101 -3.2529
H: 4.1017 1.2352 -4.5984
H: 3.3763 2.5237 -3.6621
H: 3.5018 2.1418 -6.4003
C: -3.7594 4.3309 -1.7044
C: -4.1549 5.6620 -1.0828
O: -3.0842 6.5926 -1.1641
H: -4.6219 3.7112 -1.9560
H: -3.1335 3.7258 -1.0465
H: -3.1705 4.6189 -2.5755
H: -4.4759 5.5015 -0.0440
H: -5.0156 6.1236 -1.5684
H: -2.4940 6.4738 -0.4121
C: -2.0045 0.2696 -2.9944
C: -2.0966 -1.0625 -3.7503
O: -2.9785 -1.8831 -2.9924
H: -1.2806 1.0031 -3.3555
H: -1.7818 0.1125 -1.9424
H: -3.0077 0.6984 -3.0550
H: -1.1049 -1.5077 -3.8578
H: -2.4987 -0.8342 -4.7402
H: -3.8290 -1.9508 -3.4337
C: -2.2874 -0.2380 6.0329
C: -2.7285 0.8801 6.9408
O: -4.0367 1.3882 6.5118
H: -1.2553 -0.5011 6.2807
H: -2.2925 0.1161 5.0030
H: -2.8811 -1.1428 6.1466
H: -2.0085 1.7031 6.9033
H: -2.8419 0.5940 7.9904
H: -3.9912 2.3178 6.7621
C: 1.9357 -3.5867 -3.3204
C: 3.1301 -2.6725 -3.4914
O: 3.6416 -2.1551 -2.2282
H: 1.9846 -4.1506 -2.3829
H: 2.0218 -4.3903 -4.0535
H: 0.9686 -3.0838 -3.3176
H: 3.0508 -1.9552 -4.3070
H: 3.9413 -3.3804 -3.7262
H: 4.4883 -1.7613 -2.4621
C: -6.6414 -0.4651 3.0596
C: -5.8356 -0.1033 4.2871
O: -5.9959 1.2701 4.5844
H: -6.3038 -1.4370 2.6849
H: -6.4594 0.2517 2.2565
H: -7.7190 -0.5606 3.1958
H: -4.7778 -0.2863 4.0492
H: -6.1125 -0.7553 5.1250
H: -5.2932 1.5100 5.2160
C: -5.2154 -1.2645 -0.4953
O: -6.0698 -1.2010 -1.6034
C: -6.4936 0.1116 -1.9002
C: -7.1382 0.0938 -3.2746
N: -7.3439 1.4440 -3.7527
C: -7.8125 1.5319 -5.1292
C: -9.3315 1.6107 -5.2836
O: -9.7716 2.9478 -5.0914
C: -9.8140 3.7392 -6.2436
H: -4.3352 -0.6266 -0.6244
H: -4.8467 -2.2469 -0.1953
H: -5.7922 -0.9789 0.4000
H: -5.6153 0.7762 -1.9192
H: -7.1670 0.4539 -1.1010
H: -8.0869 -0.4546 -3.1462
H: -6.4744 -0.4605 -3.9371
H: -7.9674 1.9286 -3.1171
H: -7.4347 0.6246 -5.6084
H: -7.3927 2.4130 -5.6182
H: -9.8447 1.0747 -4.4818
H: -9.6390 1.1931 -6.2499
H: -8.8136 3.9461 -6.6419
H: -10.3279 4.6749 -6.0327
H: -10.4057 3.2663 -7.0428
C: -3.0516 1.7932 2.7613
O: -1.7116 1.3358 2.8035
C: -1.5876 0.0004 2.3670
C: -1.7005 -0.1185 0.8379
N: -1.3065 -1.3892 0.2549
C: 0.1156 -1.6594 0.3225
C: 1.0383 -0.7471 -0.4955
O: 1.3589 0.4460 0.2303
C: 2.5540 0.9787 -0.2802
H: -3.0414 2.7842 3.2232
H: -3.7006 1.1750 3.3863
H: -3.4007 1.9460 1.7398
H: -2.3448 -0.6357 2.8354
H: -0.5756 -0.3403 2.5985
H: -1.2906 0.8059 0.3894
H: -2.7537 0.0359 0.5605
H: -1.6220 -1.3772 -0.7063
H: 0.2807 -2.7003 0.0264
H: 0.5573 -1.6459 1.3257
H: 0.5194 -0.3868 -1.3920
H: 1.9221 -1.3548 -0.7082
H: 3.3672 0.2581 -0.3840
H: 2.9052 1.8418 0.2875
H: 2.4106 1.3806 -1.3044
C: 2.8748 -3.9261 1.2770
O: 2.5458 -5.0815 0.5539
C: 3.6080 -5.4226 -0.3153
C: 3.2722 -6.6690 -1.1037
N: 4.3793 -7.0072 -1.9967
C: 3.9611 -7.8414 -3.1157
C: 4.9908 -7.8465 -4.2288
O: 5.1170 -6.6187 -4.9224
C: 4.0161 -6.2326 -5.6908
H: 2.0002 -3.5788 1.8201
H: 3.1716 -3.1248 0.5843
H: 3.7075 -4.1624 1.9484
H: 4.4982 -5.7085 0.2612
H: 3.7137 -4.5655 -0.9869
H: 2.2733 -6.6261 -1.5407
H: 3.1694 -7.5012 -0.3834
H: 5.0905 -7.4789 -1.4546
H: 3.0313 -7.4089 -3.4906
H: 3.6575 -8.8519 -2.8010
H: 4.7368 -8.6415 -4.9500
H: 5.9831 -8.0888 -3.8470
H: 4.1234 -6.4673 -6.7640
H: 3.9630 -5.1428 -5.6966
H: 3.1101 -6.7424 -5.3662
C: 2.3141 0.7338 4.7892
O: 3.4653 1.1508 4.1066
C: 4.4330 0.1116 4.0679
C: 5.7322 0.6273 3.4921
N: 6.3868 1.6472 4.3017
C: 7.8361 1.6237 4.2767
C: 8.4340 1.4329 5.6510
O: 8.2399 2.5938 6.4176
C: 8.8552 2.4722 7.6726
H: 2.5312 0.4964 5.8446
H: 1.9298 -0.1930 4.3494
H: 1.6067 1.5558 4.8720
H: 4.0174 -0.6412 3.3765
H: 4.6013 -0.3535 5.0441
H: 5.5217 1.0167 2.4870
H: 6.4030 -0.2242 3.3470
H: 6.0550 2.5495 3.9744
H: 8.2729 2.4705 3.7429
H: 8.1873 0.7549 3.6987
H: 9.5054 1.2564 5.4825
H: 7.9280 0.6096 6.1641
H: 8.2360 1.8418 8.3299
H: 8.9328 3.4605 8.1227
H: 9.8537 2.0192 7.6629

---

(7)
Here is the ion C5H4N2O5S with charge -2 from the OMol25 dataset. Energies are from ωB97M-V/def2-TZVPD.

HOMO-LUMO gap (eV): 6.162
LUMO level (eV): 5.9
Charge: -2

Geometry (Å):
C: -1.0653 1.3274 0.0825
C: -1.3018 -0.0180 -0.1195
C: 1.6662 0.0571 0.0134
C: -0.7547 2.6598 0.0010
C: -2.7154 -0.5188 0.1751
N: -0.4929 -0.9694 -0.3853
N: 0.7994 -0.8707 -0.2049
O: -2.0899 2.4354 0.3924
O: 2.9405 -2.4014 -0.1598
O: -0.1026 3.6413 -0.2585
O: 3.9499 -0.1629 -1.1203
O: 3.8684 -0.4774 1.3593
S: 3.2424 -0.8346 0.0493
H: -3.2130 -0.1000 0.9761
H: -3.3626 -0.2343 -0.7148
H: -2.6772 -1.6236 0.1193
H: 1.3087 -1.9100 -0.2056

---

(8)
Here is a cluster of 2 separate species, C9H14O in total from the OMol25 dataset. Energies are from ωB97M-V/def2-TZVPD.

HOMO-LUMO gap (eV): 9.184
LUMO level (eV): 0.9

Geometry (Å):
C: -0.3651 -2.7496 -0.8929
C: -0.2537 -2.6632 -2.4116
H: -0.9271 -1.9175 -0.4579
H: -1.0558 -3.5577 -0.6413
H: 0.5892 -2.9392 -0.4257
H: 0.3426 -1.8943 -2.8885
H: 0.0958 -3.6246 -2.7896
H: -1.2631 -2.6160 -2.8222
C: -0.0628 3.3125 -0.9019
C: -1.0687 0.0652 0.7301
C: 0.1642 -0.3786 1.1904
C: -1.1428 1.2978 0.1421
C: 0.0290 2.0469 -0.1075
C: 1.3475 0.3476 0.9850
C: 1.2444 1.5303 0.2450
O: 0.2517 -1.5308 1.9320
H: -1.8919 -0.5940 0.9574
H: -2.1071 1.6693 -0.1862
H: 2.2249 -0.1819 1.3354
H: 1.1465 -1.6631 2.2158
H: -0.4719 4.1215 -0.2821
H: -0.7602 3.1410 -1.7280
H: 2.1951 2.0635 0.2166
H: 0.8770 3.6337 -1.3481

---

Number 1: total energy -7197.432 eV, maximum force 2.749 eV Å⁻¹. Number 2: total energy -28858.282 eV, maximum force 3.547 eV Å⁻¹. Number 3: total energy -134410.387 eV, maximum force 1.649 eV Å⁻¹. Number 4: total energy -55972.395 eV, maximum force 6.321 eV Å⁻¹. Number 5: total energy -24858.894 eV, maximum force 5.827 eV Å⁻¹. Number 6: total energy -85766.940 eV, maximum force 2.685 eV Å⁻¹. Number 7: total energy -29297.432 eV, maximum force 5.356 eV Å⁻¹. Number 8: total energy -11606.964 eV, maximum force 2.606 eV Å⁻¹.